This record from OMol25 describes C50H47As2F4N5OSSeY as an isolated structure. The level of theory is ωB97M-V/def2-TZVPD.

Cartesian coordinates (Å):
Y1 -0.292 0.315 -0.018
C1 0.979 3.655 0.071
N1 0.675 2.603 1.053
C2 1.803 2.577 1.983
C3 -0.566 2.956 1.775
C4 -1.713 3.246 0.817
N2 -1.733 2.218 -0.210
C5 -2.795 2.142 -1.022
C6 -2.944 0.992 -1.827
F1 -1.957 0.035 -1.712
C7 -3.984 0.752 -2.683
F2 -4.007 -0.400 -3.375
C8 -5.006 1.674 -2.834
C9 -4.896 2.825 -2.077
F3 -5.850 3.772 -2.190
C10 -3.850 3.068 -1.212
F4 -3.844 4.256 -0.560
H1 1.004 4.633 0.576
H2 1.958 3.462 -0.365
H3 0.244 3.656 -0.725
H4 1.917 3.546 2.490
H5 1.656 1.820 2.746
H6 2.721 2.364 1.435
H7 -0.834 2.114 2.422
H8 -0.385 3.828 2.423
H9 -2.638 3.248 1.404
H10 -1.597 4.253 0.401
H11 -5.838 1.505 -3.498
N3 -0.150 -4.616 -0.577
C11 -0.036 -3.241 -0.695
S1 -0.497 -2.338 0.715
N4 0.383 -2.807 -1.833
N5 0.522 -1.425 -1.938
C12 1.026 -1.129 -3.082
C13 1.337 0.183 -3.620
C14 1.829 0.243 -4.927
C15 2.166 1.439 -5.529
C16 2.006 2.618 -4.799
C17 1.528 2.588 -3.506
C18 1.183 1.372 -2.876
O1 0.782 1.360 -1.642
H12 -0.838 -4.913 0.097
H13 -0.188 -5.091 -1.467
H14 1.247 -1.972 -3.738
H15 1.942 -0.688 -5.473
H16 2.542 1.461 -6.543
H17 2.256 3.571 -5.253
H18 1.398 3.504 -2.942
C19 2.293 -1.430 3.362
C20 3.359 -0.787 2.474
As1 2.783 -0.468 0.612
C21 3.355 -2.120 -0.252
C22 4.004 -2.065 -1.482
C23 4.331 -3.233 -2.155
C24 4.014 -4.466 -1.604
C25 3.357 -4.527 -0.384
C26 3.020 -3.359 0.283
C27 4.281 0.646 0.043
C28 4.020 1.691 -0.837
C29 5.056 2.482 -1.321
C30 6.359 2.239 -0.914
C31 6.625 1.204 -0.026
C32 5.593 0.409 0.448
As2 0.525 -0.551 3.319
C33 -0.347 -1.882 4.460
C34 0.150 -2.135 5.738
C35 -0.449 -3.087 6.547
C36 -1.559 -3.788 6.090
C37 -2.066 -3.528 4.827
C38 -1.460 -2.578 4.011
C39 0.730 0.777 4.751
C40 -0.431 1.454 5.126
C41 -0.384 2.441 6.098
C42 0.823 2.768 6.704
C43 1.981 2.103 6.335
C44 1.933 1.111 5.361
H19 2.645 -1.510 4.394
H20 2.073 -2.447 3.030
H21 4.266 -1.396 2.465
H22 3.630 0.204 2.848
H23 4.248 -1.106 -1.925
H24 4.827 -3.178 -3.116
H25 4.262 -5.378 -2.133
H26 3.074 -5.482 0.038
H27 2.451 -3.423 1.202
H28 3.000 1.883 -1.139
H29 4.837 3.283 -2.016
H30 7.167 2.855 -1.286
H31 7.643 1.011 0.290
H32 5.818 -0.411 1.119
H33 0.996 -1.571 6.114
H34 -0.056 -3.275 7.539
H35 -2.031 -4.527 6.726
H36 -2.942 -4.051 4.465
H37 -1.865 -2.375 3.031
H38 -1.374 1.203 4.648
H39 -1.293 2.958 6.382
H40 0.859 3.542 7.461
H41 2.925 2.354 6.802
H42 2.846 0.600 5.078
Se1 -2.819 0.126 1.798
C45 -3.847 -1.481 1.763
C46 -3.929 -2.259 0.606
C47 -4.702 -3.410 0.576
C48 -5.414 -3.811 1.700
C49 -5.343 -3.044 2.854
C50 -4.565 -1.894 2.887
H43 -3.375 -1.953 -0.273
H44 -4.750 -3.996 -0.334
H45 -6.021 -4.708 1.674
H46 -5.895 -3.342 3.738
H47 -4.502 -1.304 3.793

The calculation puts the LUMO energy at 0.083 Ha. The calculation puts the HOMO-LUMO gap at 6.41 eV. The energy above the lowest of the compared OMol25 structures with the same formula, charge and spin comes out at 0.00 kcal per mole. Its electronic energy is -9991.71894 a.u. The HOMO energy is -4.14 eV. Its charge is -1.



This record from OMol25 describes one molecule with the formula C4H8N2 in a non-equilibrium geometry. The level of theory is ωB97M-V/def2-TZVPD.

Cartesian coordinates (Å):
C1 -2.051 0.723 1.575
C2 0.663 -0.176 -0.273
C3 1.886 -0.943 -0.247
C4 -0.116 0.305 -1.395
N1 -0.863 0.775 1.293
N2 0.106 0.056 0.989
H1 -2.484 1.527 1.971
H2 -2.716 -0.094 1.386
H3 2.900 -0.494 -0.449
H4 1.783 -1.918 -0.616
H5 1.915 -1.183 0.800
H6 -1.236 0.018 -1.440
H7 -0.142 1.399 -1.332
H8 0.355 0.006 -2.262

The calculation puts the LUMO energy at 0.036 Ha. The calculation puts the HOMO-LUMO gap at 8.88 eV. The energy above the lowest of the compared OMol25 structures with the same formula, charge and spin comes out at 78.88 kcal per mole. Its SMILES is C=NN=C(C)C. Its electronic energy is -266.59630 a.u. The HOMO energy is -7.89 eV.



This record from OMol25 describes C28H36IN5O7PtS3 as an isolated structure in a non-equilibrium geometry. The level of theory is ωB97M-V/def2-TZVPD.

Cartesian coordinates (Å):
Pt1 0.901 -0.541 0.558
O1 -2.379 1.593 -1.504
S1 -1.141 0.848 -1.710
O2 0.126 1.626 -1.677
N1 -0.905 -0.356 -0.660
C1 -1.728 -1.469 -0.616
C2 -3.002 -1.609 -1.154
C3 -3.703 -2.860 -1.180
C4 -3.070 -4.021 -0.740
C5 -1.759 -3.935 -0.259
C6 -0.997 -5.099 0.072
C7 0.312 -4.991 0.504
C8 0.791 -3.667 0.763
N2 0.117 -2.586 0.455
C9 -1.120 -2.666 -0.094
C10 -1.228 0.046 -3.312
C11 -2.348 0.129 -4.104
C12 -2.331 -0.681 -5.212
C13 -1.242 -1.515 -5.523
C14 -0.127 -1.564 -4.670
C15 -0.167 -0.792 -3.570
H1 -3.509 -0.674 -1.421
H2 -4.703 -2.841 -1.576
H3 -3.574 -4.950 -0.762
H4 -1.500 -6.033 -0.083
H5 1.004 -5.790 0.625
H6 1.775 -3.501 1.154
H7 -3.226 0.651 -3.810
H8 -3.193 -0.653 -5.901
H9 -1.414 -2.137 -6.388
H10 0.684 -2.246 -4.885
H11 0.695 -0.786 -2.913
C16 0.984 4.236 -3.903
C17 -0.186 5.166 -3.719
S2 -0.370 5.870 -2.126
O3 -1.462 6.772 -2.195
O4 0.938 6.292 -1.620
C18 -0.759 4.410 -1.181
C19 -0.655 4.680 0.312
N3 -0.278 3.435 1.076
C20 0.791 2.630 0.929
N4 0.552 1.466 1.501
C21 -0.730 1.490 2.056
C22 -1.231 2.713 1.801
N5 -2.519 3.180 2.310
O5 -3.335 2.309 2.599
O6 -2.702 4.352 2.522
C23 1.973 3.051 0.240
H12 1.068 4.094 -4.962
H13 0.870 3.246 -3.468
H14 1.932 4.658 -3.621
H15 -1.174 4.705 -3.882
H16 -0.096 6.018 -4.395
H17 -0.057 3.670 -1.527
H18 -1.690 4.059 -1.516
H19 -1.575 4.979 0.737
H20 0.044 5.519 0.423
H21 -1.136 0.644 2.540
H22 1.915 3.953 -0.362
H23 2.285 2.344 -0.533
H24 2.795 3.166 0.927
I1 3.126 -2.382 -1.655
C24 2.755 -0.653 -0.439
H25 2.926 0.135 -1.175
H26 3.582 -0.580 0.306
C25 3.318 -3.355 6.519
C26 3.383 -3.425 5.008
S3 2.844 -1.793 4.349
O7 2.856 -1.867 2.848
C27 1.135 -1.885 4.948
C28 0.335 -3.119 4.422
H27 3.744 -4.291 6.899
H28 2.290 -3.318 6.901
H29 3.904 -2.519 6.933
H30 2.832 -4.302 4.660
H31 4.412 -3.596 4.708
H32 0.689 -1.014 4.456
H33 1.177 -1.765 6.030
H34 0.668 -3.286 3.390
H35 -0.782 -3.025 4.475
H36 0.576 -3.997 5.045

The multiplicity is 3. The calculation puts the LUMO energy (alpha / beta) at -0.011 / -0.022 Ha. The calculation puts the HOMO-LUMO gap (alpha / beta) at 6.69 / 7.29 eV. Its electronic energy is -3500.37689 a.u. The HOMO energy (alpha / beta) is -7.00 / -7.90 eV.



This record from OMol25 describes a 2-piece molecular cluster, C4H12N2O3 overall in a non-equilibrium geometry. The level of theory is ωB97M-V/def2-TZVPD.

Cartesian coordinates (Å):
C1 0.331 1.345 -2.218
C2 -0.346 -1.211 0.734
C3 -1.318 -2.214 1.348
C4 1.405 1.965 -1.196
N1 0.882 1.966 0.546
N2 -0.545 0.185 1.050
O1 1.796 1.464 1.159
O2 2.488 1.110 -1.232
O3 -2.663 -2.026 0.886
H1 0.362 0.228 -2.301
H2 -0.600 1.724 -2.169
H3 0.693 1.790 -3.188
H4 -0.486 -1.414 -0.412
H5 0.731 -1.547 0.894
H6 -0.851 -3.250 1.107
H7 -1.253 -2.208 2.425
H8 1.595 3.078 -1.246
H9 -0.400 0.373 2.077
H10 -1.449 0.440 0.705
H11 -3.101 -2.774 1.288
H12 2.731 0.975 -0.258

The calculation puts the LUMO energy at 0.021 Ha. The calculation puts the HOMO-LUMO gap at 8.96 eV. The energy above the lowest of the compared OMol25 structures with the same formula, charge and spin comes out at 127.21 kcal per mole. Its SMILES is C[C@H](O)N=O.NCCO. Its electronic energy is -494.67472 a.u. The HOMO energy is -8.40 eV.



This record from OMol25 describes a 5-piece molecular cluster, C40H51N5O4Si overall in a non-equilibrium geometry. The level of theory is ωB97M-V/def2-TZVPD.

Cartesian coordinates (Å):
C1 0.025 -1.295 5.206
C2 -0.767 -2.447 4.570
C3 -0.691 -2.442 3.024
C4 -1.968 -1.898 2.327
C5 -1.651 -0.790 1.360
C6 -2.066 0.525 1.559
C7 -1.742 1.576 0.690
C8 -2.245 2.963 1.017
O1 -2.531 3.165 2.388
C9 -1.405 3.289 3.182
C10 -1.159 2.363 4.184
C11 -0.036 2.502 4.992
C12 0.841 3.560 4.796
C13 0.577 4.495 3.802
C14 -0.545 4.366 2.998
C15 -0.982 1.338 -0.468
C16 -0.588 2.422 -1.450
C17 0.944 2.582 -1.538
O2 1.291 3.943 -1.295
Si1 2.812 4.384 -1.829
C18 4.121 3.118 -1.375
C19 2.727 4.544 -3.704
C20 3.279 6.026 -1.080
C21 -0.575 0.020 -0.662
C22 -0.895 -1.011 0.218
C23 -0.297 -2.257 -0.303
O3 -0.584 -3.396 -0.028
N1 0.673 -1.905 -1.327
C24 0.250 -0.570 -1.750
O4 0.481 -0.142 -2.843
H1 0.435 -1.605 6.169
H2 0.876 -1.014 4.583
H3 -0.589 -0.406 5.362
H4 -1.819 -2.408 4.858
H5 -0.363 -3.393 4.932
H6 -0.431 -3.429 2.640
H7 0.145 -1.789 2.755
H8 -2.680 -1.550 3.072
H9 -2.399 -2.701 1.726
H10 -2.661 0.748 2.436
H11 -1.537 3.715 0.667
H12 -3.182 3.129 0.476
H13 -1.841 1.540 4.352
H14 0.146 1.765 5.763
H15 1.721 3.660 5.417
H16 1.239 5.339 3.656
H17 -0.770 5.092 2.227
H18 -0.948 2.104 -2.430
H19 -1.019 3.379 -1.181
H20 1.430 1.950 -0.786
H21 1.292 2.247 -2.519
H22 3.886 2.542 -0.479
H23 4.355 2.444 -2.199
H24 5.038 3.674 -1.154
H25 2.925 3.583 -4.180
H26 1.710 4.842 -3.971
H27 3.431 5.293 -4.064
H28 2.451 6.733 -1.114
H29 4.120 6.412 -1.663
H30 3.635 5.913 -0.055
H31 1.579 -1.833 -0.862
N2 -4.401 2.379 -5.860
C25 -3.136 1.995 -6.214
C26 -2.598 1.303 -5.162
C27 -3.581 1.267 -4.134
C28 -4.681 1.942 -4.594
H32 -5.028 2.904 -6.440
H33 -2.730 2.241 -7.180
H34 -1.613 0.862 -5.135
H35 -3.488 0.801 -3.166
H36 -5.631 2.147 -4.133
N3 1.148 0.805 -7.010
C29 1.043 0.000 -8.113
C30 1.055 -1.300 -7.683
C31 1.172 -1.277 -6.265
C32 1.226 0.035 -5.880
H37 1.164 1.807 -7.026
H38 0.967 0.417 -9.102
H39 0.987 -2.171 -8.312
H40 1.213 -2.126 -5.603
H41 1.312 0.483 -4.908
N4 -1.562 -6.203 3.837
C33 -2.902 -5.944 3.758
C34 -3.488 -6.424 4.899
C35 -2.458 -6.993 5.697
C36 -1.281 -6.840 5.014
H42 -0.884 -5.962 3.137
H43 -3.322 -5.443 2.903
H44 -4.538 -6.374 5.136
H45 -2.570 -7.461 6.661
H46 -0.274 -7.126 5.265
N5 2.112 -4.306 0.992
C37 2.776 -3.416 1.792
C38 3.975 -3.978 2.145
C39 4.036 -5.259 1.534
C40 2.873 -5.429 0.829
H47 1.204 -4.158 0.583
H48 2.342 -2.463 2.048
H49 4.724 -3.522 2.772
H50 4.841 -5.971 1.602
H51 2.526 -6.249 0.225

The calculation puts the LUMO energy at -0.024 Ha. The calculation puts the HOMO-LUMO gap at 7.40 eV. Its SMILES is CCCCc1cc(COc2ccccc2)c(CCO[Si](C)(C)C)c2c1C(=O)NC2=O.c1cc[nH]c1.c1cc[nH]c1.c1cc[nH]c1.c1cc[nH]c1. Its electronic energy is -2419.08314 a.u. The HOMO energy is -8.05 eV.



This record from OMol25 describes C33H48F20I2N4O8PS as an isolated structure in a non-equilibrium geometry. The level of theory is ωB97M-V/def2-TZVPD.

Cartesian coordinates (Å):
C1 1.748 3.635 -3.052
C2 1.619 3.122 -1.645
O1 1.487 3.841 -0.696
O2 1.615 1.756 -1.517
C3 2.388 1.268 -0.399
C4 3.859 1.670 -0.413
C5 4.506 1.558 -1.801
C6 4.377 0.134 -2.376
C7 4.044 0.068 -3.881
C8 2.546 -0.107 -4.058
N1 2.145 -1.386 -3.473
C9 0.904 -1.769 -3.233
N2 -0.150 -0.994 -3.611
C10 -0.323 -0.757 -5.068
C11 -0.190 0.729 -5.453
F1 -1.346 1.162 -6.057
C12 -1.394 -1.354 -2.881
C13 -2.445 -0.248 -3.065
C14 -2.689 0.487 -1.732
C15 -3.314 1.840 -1.930
F2 -3.554 2.235 -3.211
C16 -3.598 2.712 -0.949
F3 -3.148 3.953 -0.879
F4 -4.382 2.448 0.089
C17 -1.794 -2.849 -3.062
I1 -3.471 -3.085 -1.660
P1 -2.474 -3.323 -4.796
O3 -3.575 -2.164 -5.105
I2 -3.831 -5.311 -4.416
C18 -0.514 -3.711 -2.689
C19 -0.103 -4.601 -3.898
C20 -0.702 -4.707 -1.533
C21 -0.673 -4.207 -0.055
C22 -0.504 -2.716 0.239
C23 -0.285 -2.484 1.746
S1 -0.399 -0.766 2.193
O4 0.635 -0.457 3.131
O5 -1.755 -0.485 2.533
O6 -0.109 0.044 0.845
N3 0.684 -2.855 -2.481
N4 1.738 -3.464 -1.793
H1 1.236 4.593 -3.092
H2 2.794 3.819 -3.295
H3 1.302 2.966 -3.786
H4 2.318 0.179 -0.444
H5 1.898 1.608 0.513
H6 4.392 0.994 0.257
H7 3.969 2.685 -0.038
H8 5.569 1.778 -1.696
H9 4.121 2.293 -2.508
H10 5.284 -0.433 -2.171
H11 3.555 -0.349 -1.846
H12 4.540 -0.815 -4.298
H13 4.411 0.924 -4.444
H14 1.971 0.705 -3.612
H15 2.310 -0.121 -5.123
H16 2.911 -1.960 -3.162
H17 0.415 -1.329 -5.628
H18 -1.327 -1.022 -5.392
H19 -0.058 1.310 -4.537
H20 0.673 0.928 -6.088
H21 -1.096 -1.289 -1.835
H22 -2.117 0.511 -3.771
H23 -3.398 -0.615 -3.422
H24 -1.770 0.589 -1.150
H25 -3.373 -0.110 -1.118
H26 -4.475 -2.423 -4.861
H27 0.106 -4.024 -4.797
H28 0.842 -5.076 -3.618
H29 -0.798 -5.421 -4.067
H30 -1.603 -5.288 -1.722
H31 0.102 -5.436 -1.626
H32 -1.597 -4.530 0.430
H33 0.120 -4.736 0.477
H34 -1.375 -2.119 -0.027
H35 0.360 -2.271 -0.244
H36 -0.949 -3.080 2.369
H37 0.738 -2.779 1.990
H38 0.852 0.169 0.773
H39 2.177 -2.805 -1.163
H40 2.423 -3.890 -2.410
C24 3.936 3.191 4.553
C25 3.895 2.224 3.361
C26 2.928 1.037 3.452
F5 3.224 0.239 4.485
F6 3.019 0.284 2.314
F7 5.139 1.790 3.069
F8 3.476 2.976 2.292
O7 4.959 3.025 5.508
C27 4.850 2.156 6.560
C28 5.882 1.021 6.484
F9 5.767 0.348 5.320
F10 5.657 0.161 7.498
F11 3.598 1.683 6.690
F12 5.136 2.851 7.682
H41 4.155 4.159 4.104
H42 2.954 3.284 5.020
H43 1.897 1.388 3.546
H44 6.891 1.430 6.565
C29 -4.510 0.690 4.126
C30 -5.794 0.222 3.432
C31 -6.643 1.265 2.699
F13 -7.089 2.216 3.540
F14 -7.715 0.643 2.158
F15 -6.561 -0.468 4.299
F16 -5.393 -0.659 2.461
O8 -4.553 0.937 5.516
C32 -4.959 2.132 6.037
C33 -6.246 2.002 6.865
F17 -7.239 1.471 6.127
F18 -6.624 3.233 7.271
F19 -5.073 3.081 5.089
F20 -3.996 2.540 6.898
H45 -3.827 -0.152 4.033
H46 -4.044 1.513 3.583
H47 -6.065 1.730 1.896
H48 -6.065 1.368 7.735

The calculation puts the LUMO energy at -0.116 Ha. The calculation puts the HOMO-LUMO gap at 7.59 eV. Its electronic energy is -5439.14012 a.u. The HOMO energy is -10.75 eV. Its charge is +1.



This record from OMol25 describes one molecule with the formula C5H8N2O in a non-equilibrium geometry. The level of theory is ωB97M-V/def2-TZVPD.

Cartesian coordinates (Å):
C1 -0.597 -1.650 0.013
C2 1.552 -0.769 0.174
C3 0.611 0.411 0.645
C4 0.409 1.830 -0.046
C5 -0.181 0.602 -0.517
H1 -3.209 -0.253 -0.478
H2 -1.366 -2.407 0.278
H3 2.401 -0.948 0.874
H4 1.956 -0.394 -0.781
H5 0.218 0.432 1.616
H6 -0.040 2.769 0.509
H7 1.023 2.492 -0.835
H8 0.242 0.074 -1.407
N1 -1.282 -0.365 -0.279
N2 0.680 -1.832 -0.145
O1 -2.418 0.007 0.380

The calculation puts the LUMO energy at 0.016 Ha. The calculation puts the HOMO-LUMO gap at 8.62 eV. The energy above the lowest of the compared OMol25 structures with the same formula, charge and spin comes out at 183.70 kcal per mole. Its SMILES is ON1C=NC[C@H]2C[C@@H]21. Its electronic energy is -379.79543 a.u. The HOMO energy is -8.17 eV.



This record from OMol25 describes one molecule with the formula C5H10BFO in a non-equilibrium geometry. The level of theory is ωB97M-V/def2-TZVPD.

Cartesian coordinates (Å):
C1 0.564 1.984 -1.626
C2 -0.252 0.741 -1.208
B1 -0.830 0.784 0.244
F1 -1.217 1.988 0.707
C3 -1.038 -0.436 1.220
C4 0.242 -1.170 1.503
C5 0.836 -2.050 0.491
O1 0.183 -2.533 1.759
H1 0.370 2.840 -0.979
H2 0.337 2.284 -2.649
H3 1.633 1.770 -1.595
H4 0.336 -0.163 -1.378
H5 -1.120 0.648 -1.877
H6 -1.425 -0.059 2.169
H7 -1.727 -1.179 0.806
H8 0.963 -0.616 2.110
H9 0.263 -2.533 -0.289
H10 1.884 -2.301 0.592

The calculation puts the LUMO energy at 0.024 Ha. The calculation puts the HOMO-LUMO gap at 10.81 eV. Its SMILES is CCB(F)C[C@@H]1CO1. Its electronic energy is -396.47881 a.u. The HOMO energy is -10.16 eV.